DFT (ωB97M-V with the def2-TZVPD basis set) results for C24H38Cl2NO19P as an isolated structure in a non-equilibrium geometry.

```
! wB97M-V def2-TZVPD RIJCOSX def2/J DEFGRID3
* xyz 0 1
C -2.34558 0.48841 -4.07854
C -2.48855 0.65335 -2.56096
Cl -3.85598 -0.31368 -1.95726
C -2.71265 2.12379 -2.19207
Cl -1.14066 2.95943 -2.38143
O -3.27601 2.33159 -0.91640
C -2.42717 2.09667 0.15786
O -2.06413 0.98798 0.39575
N -2.07583 3.19739 0.96003
P -2.90367 4.76020 1.00124
O -2.31069 5.55448 -0.29138
O -4.42098 4.35140 0.58914
H -2.75623 -0.46782 -4.38802
H -1.29897 0.51288 -4.37433
H -2.86273 1.27780 -4.62442
H -1.57475 0.30615 -2.08511
H -3.40412 2.57768 -2.89790
H -1.08922 3.38284 0.76887
H -2.53334 5.20896 -1.16906
H -4.53516 4.19027 -0.35860
C 1.66422 4.29406 4.89363
C 1.82185 5.11274 3.64010
C 0.53807 5.35410 2.87483
O 0.98747 5.41072 1.51271
C 2.12972 4.68543 1.42631
O 2.64185 4.34980 0.40714
O 2.59042 4.38289 2.65924
H 2.61090 4.21845 5.42848
H 0.92039 4.72842 5.56230
H 1.35700 3.27996 4.63415
H 2.34950 6.04856 3.83978
H 0.01985 6.27208 3.13723
H -0.14926 4.50903 2.97101
C -3.04626 -2.45172 3.01894
C -2.27307 -2.84429 1.78598
C -3.12210 -3.15277 0.57060
O -2.32607 -4.12392 -0.12086
C -1.55759 -4.75957 0.79636
O -0.94007 -5.75417 0.59218
O -1.59175 -4.10060 1.97898
H -2.37449 -2.14271 3.81886
H -3.71631 -1.62182 2.79339
H -3.63212 -3.29675 3.38260
H -1.51687 -2.09240 1.54705
H -3.29169 -2.28482 -0.05797
H -4.07723 -3.61167 0.83969
C 5.91495 2.00757 1.30639
C 5.59474 1.45364 2.67155
C 4.13718 1.10671 2.88425
O 3.97659 1.33510 4.29744
C 4.88376 2.26536 4.66661
O 4.85286 2.87004 5.69318
O 5.80024 2.45224 3.69338
H 6.98921 2.14033 1.18028
H 5.55479 1.32812 0.53345
H 5.43841 2.97930 1.17377
H 6.23746 0.60114 2.90787
H 3.88904 0.08323 2.63705
H 3.47300 1.78500 2.34419
C -2.13701 -4.60016 -6.47984
C -2.33030 -3.39901 -7.37054
C -1.20453 -3.13802 -8.35148
O -1.24080 -1.71285 -8.49302
C -1.76435 -1.19877 -7.35606
O -1.74096 -0.05045 -7.05141
O -2.31668 -2.17987 -6.60362
H -3.02425 -4.78507 -5.87608
H -1.93803 -5.48801 -7.08071
H -1.30094 -4.43601 -5.79963
H -3.29132 -3.44925 -7.88898
H -1.34798 -3.61181 -9.31880
H -0.23163 -3.42343 -7.94397
C 0.55599 -4.89222 1.84832
C 1.81981 -4.09953 1.62917
C 2.45866 -3.54520 2.88756
O 3.08292 -2.34505 2.41194
C 2.39025 -1.92350 1.32518
O 2.50295 -0.85275 0.82030
O 1.54763 -2.88796 0.89957
H 0.21088 -5.34129 0.91833
H 0.73041 -5.68852 2.57262
H -0.23824 -4.24257 2.21699
H 2.54485 -4.67550 1.04839
H 3.20355 -4.20233 3.32792
H 1.71583 -3.27512 3.64175
*
```

Its electronic energy is -100229.956 eV.

Okay, here come the Mulliken numbers, in e, for every atom: -1.40, 0.38, -0.24, -0.28, -0.12, -0.31, 0.26, -0.47, -0.01, 0.25, -0.41, -0.48, 0.44, 0.38, 0.29, 0.27, 0.50, 0.26, 0.32, 0.32, -1.39, 0.49, -0.48, -0.34, 0.59, -0.54, -0.20, 0.32, 0.37, 0.33, 0.22, 0.31, 0.30, -1.58, 0.62, -0.09, -0.31, 0.53, -0.45, -0.35, 0.39, 0.40, 0.37, 0.26, -0.13, 0.36, -1.33, 0.41, 0.28, -0.36, 0.64, -0.58, -0.37, 0.35, 0.36, 0.29, 0.27, -0.02, 0.10, -1.40, 0.42, -0.48, -0.34, 0.62, -0.50, -0.24, 0.35, 0.38, 0.35, 0.25, 0.31, 0.30, -1.42, 0.42, -0.47, -0.35, 0.70, -0.55, -0.37, 0.39, 0.38, 0.34, 0.33, 0.31, 0.30



DFT (ωB97M-V with the def2-TZVPD basis set) results for one molecule with the formula C24H38ClN3OS in a non-equilibrium geometry.

```
! wB97M-V def2-TZVPD RIJCOSX def2/J DEFGRID3
* xyz 0 1
H -6.03532 4.93845 1.20473
N -5.36307 4.54935 1.90741
C -5.79666 3.23984 2.08034
C -5.04501 2.24568 3.14528
C -3.98357 1.17787 2.42848
C -2.41633 1.59165 2.02491
C -1.84594 3.10890 2.27311
C -1.21367 3.81634 0.90037
C -0.83910 3.24836 3.58313
C -0.53302 4.81948 3.97015
C -1.83734 5.66443 4.49217
C -1.52446 0.34051 1.36518
C 0.05016 0.52945 0.94651
C 0.95609 -0.45000 1.95510
C 2.34129 -0.99119 1.24934
C 2.31187 -2.60211 0.86924
C 2.42671 -2.79398 -0.78522
C 3.99450 -3.11938 -1.25909
C 3.99787 -4.11521 -2.58539
C 3.82885 -3.26583 -3.99782
C 3.53009 -4.39334 -5.17646
C 2.97006 -3.64747 -6.52673
O 3.56981 -2.28439 -6.54797
C 2.83304 -1.44202 -7.52259
C -2.17163 -1.17593 1.09024
Cl -1.19670 -2.57806 0.29979
C -3.74184 -1.56660 1.49814
N -4.42847 -2.92128 1.33588
S -6.03292 -2.57688 2.02320
N -5.99998 -0.87991 2.54086
C -4.60214 -0.35108 2.18363
H -6.72892 2.79083 1.48482
H -4.43346 2.89130 3.91155
H -5.78485 1.58137 3.79682
H -2.79542 3.78101 2.54139
H -0.03099 3.76229 1.05331
H -1.46444 4.96418 0.82089
H -1.43502 3.20760 -0.07550
H 0.14488 2.60538 3.48940
H -1.46133 2.80522 4.50019
H 0.24842 4.80623 4.86693
H -0.02249 5.34803 3.03490
H -2.87527 5.23585 4.16290
H -1.76418 6.75174 4.00572
H -1.88894 5.78451 5.67609
H 0.25494 0.16249 -0.17085
H 0.47964 1.60766 1.09559
H 1.28512 0.25057 2.85947
H 0.31640 -1.34392 2.36387
H 2.66651 -0.36495 0.29604
H 3.19772 -0.87139 2.06731
H 1.38913 -3.17652 1.31087
H 3.27290 -3.12523 1.34100
H 1.72260 -3.66078 -1.18482
H 2.11242 -1.77745 -1.29625
H 4.63525 -3.55189 -0.36315
H 4.50558 -2.09163 -1.58681
H 3.09811 -4.87507 -2.54808
H 5.00830 -4.70680 -2.62420
H 4.81958 -2.66289 -4.27159
H 2.90061 -2.54736 -3.94790
H 4.55433 -4.93163 -5.44961
H 2.77099 -5.22986 -4.79217
H 1.78422 -3.58043 -6.51929
H 3.30244 -4.25735 -7.47755
H 1.68770 -1.50300 -7.28563
H 3.23369 -0.32129 -7.46406
H 3.09065 -1.87247 -8.58753
*
```

Its SMILES is [H]/N=C/Cc1c([C@H](C)CCC)c(CCCCCCCCCCOC)c(Cl)c2nsnc12. Its electronic energy is -55361.080 eV.

Okay, here come the Mulliken numbers, in e, for every atom: 0.24, -0.51, -0.02, -0.78, -0.08, 0.24, 0.81, -1.22, -0.21, -0.46, -0.78, -0.10, -0.35, -0.48, -0.73, -0.51, -0.54, -0.50, -0.57, -0.35, -0.59, -0.48, -0.27, -0.58, -0.04, -0.14, 0.35, -0.49, 0.18, -0.51, 0.19, 0.30, 0.24, 0.42, -0.24, 0.29, 0.29, 0.32, 0.08, 0.28, 0.32, 0.24, 0.17, 0.24, 0.28, 0.27, 0.07, 0.16, 0.39, 0.35, 0.35, 0.31, 0.35, 0.27, 0.17, 0.38, 0.20, 0.23, 0.30, 0.24, 0.18, 0.23, 0.28, 0.31, 0.31, 0.26, 0.22, 0.23



DFT (ωB97M-V with the def2-TZVPD basis set) results for C24H38CoN5OS2 as an isolated structure in a non-equilibrium geometry.

```
! wB97M-V def2-TZVPD RIJCOSX def2/J DEFGRID3
* xyz 1 4
Co 0.76628 -0.09899 0.29618
C -0.76890 2.45151 0.87085
N -0.26788 1.30040 1.63028
C 0.61176 1.74115 2.71360
C -1.41036 0.54771 2.09249
C -2.10859 0.94053 3.21655
C -3.21686 0.22848 3.64687
C -3.60185 -0.90340 2.94862
C -2.91057 -1.31186 1.82566
C -1.81324 -0.57976 1.32992
N -1.02696 -0.88759 0.25550
C -1.21556 -1.91908 -0.61911
C -2.41846 -2.60360 -0.87533
C -2.42946 -3.78519 -1.58671
C -1.25666 -4.30290 -2.11004
C -0.09557 -3.54559 -2.04143
C -0.06931 -2.35519 -1.34140
N 1.04792 -1.44314 -1.41135
C 2.35734 -2.08648 -1.45957
C 0.83663 -0.63126 -2.62081
H -1.38318 3.10443 1.50336
H -1.37836 2.08626 0.04592
H 0.05950 3.03252 0.46841
H 0.23527 2.62670 3.23411
H 1.58683 1.99026 2.29299
H 0.73165 0.93339 3.43356
H -1.79807 1.81862 3.76539
H -3.76865 0.55320 4.51274
H -4.44468 -1.48384 3.29163
H -3.21997 -2.22120 1.34168
H -3.35722 -2.18099 -0.56018
H -3.36739 -4.29858 -1.74017
H -1.25698 -5.25149 -2.62252
H 0.78009 -3.89283 -2.56774
H 2.51750 -2.64724 -2.38526
H 2.46523 -2.76247 -0.61290
H 3.12603 -1.31677 -1.39505
H 0.83516 -1.26059 -3.51791
H 1.62314 0.11592 -2.71520
H -0.12586 -0.12500 -2.55077
C 4.58905 3.56398 -1.07605
N 4.61373 2.40512 -0.23011
C 5.84847 1.88850 0.33472
C 5.39471 0.61483 1.07652
N 4.02377 0.46417 0.62576
C 3.60771 1.53947 -0.06784
S 2.06519 1.76858 -0.65747
H 5.01501 4.42011 -0.55035
H 3.55293 3.77683 -1.33578
H 5.15711 3.39093 -1.99483
H 6.29446 2.62970 1.00438
H 6.56979 1.66737 -0.46134
H 5.43787 0.74337 2.16313
H 5.99595 -0.25774 0.80869
H 3.37110 -0.20652 1.00840
C 3.01874 -1.80289 4.56100
C 2.18187 -2.87331 3.89035
S 0.85776 -2.09200 2.86854
O 1.63229 -1.43502 1.75413
C 0.20390 -3.67059 2.16660
C -1.10207 -4.02919 2.84802
H 3.84516 -2.25644 5.10708
H 2.41988 -1.22068 5.25852
H 3.42757 -1.13380 3.80625
H 1.66739 -3.49813 4.61763
H 2.78369 -3.49693 3.23046
H 0.94252 -4.46134 2.28778
H 0.05107 -3.46847 1.10761
H -0.96543 -4.21550 3.91151
H -1.51522 -4.92620 2.39214
H -1.81807 -3.22004 2.72993
*
```

The energy above the lowest of the compared OMol25 structures with the same formula, charge and spin comes out at 11.39 kcal per mole.

Okay, here come the Mulliken numbers, in e, for every atom: -0.26, -1.39, 1.48, -1.06, -0.20, -0.42, -1.06, -0.74, -1.05, 0.78, 0.36, 0.27, -0.79, -0.88, -1.06, -0.23, -0.04, 1.46, -1.07, -1.30, 0.37, 0.32, 0.42, 0.44, 0.04, 0.44, 0.39, 0.43, 0.42, 0.38, 0.78, 0.45, 0.45, 0.35, 0.44, 0.27, 0.15, 0.38, 0.44, 0.33, -0.94, 0.03, -0.67, -0.64, 0.34, 0.62, -0.70, 0.32, 0.31, 0.34, 0.39, 0.32, 0.29, 0.35, -0.04, -0.99, -0.66, 0.47, -0.45, 0.22, -1.13, 0.40, 0.31, 0.11, 0.49, 0.35, 0.63, -0.52, 0.36, 0.41, 0.16